An isolated ion of composition C10H11NO4 and charge -2, computed with ωB97M-V/def2-TZVPD.

For the LUMO energy, the calculation gives 5.848 eV. Its SMILES is O=C([O-])CC[C@@]1(C2CC2)NC([O-])=CC1=O. As for the charge: -2. As for the HOMO energy: -0.80 eV.

Geometry (Å):
O -0.81 -1.85 3.97
C -1.38 -1.93 2.89
O -2.57 -2.17 2.66
C -0.53 -1.60 1.58
C -0.96 -0.34 0.85
C -0.12 0.09 -0.31
C 1.06 0.95 0.24
C 2.22 1.57 -0.44
C 1.10 2.41 0.10
N 0.34 -1.03 -1.12
C -0.26 -1.15 -2.37
O -0.21 -2.07 -3.16
C -0.84 0.14 -2.67
C -0.96 0.96 -1.55
O -1.35 2.12 -1.41
H -0.40 -2.45 0.90
H 0.54 -1.46 2.03
H -1.03 0.44 1.62
H -1.97 -0.68 0.43
H 1.25 0.57 1.19
H 2.32 1.67 -1.47
H 3.16 1.28 -0.03
H 1.31 3.10 0.96
H 0.51 3.04 -0.61
H 0.68 -1.91 -0.60
H -1.10 0.31 -3.68

Atomic partial charges in e from the Löwdin method, atoms 1 to 4: -0.0988, -0.7901, -0.0853, -0.1586

=====

C10H11NS in the gas phase, computed with ωB97M-V/def2-TZVPD.

For the LUMO energy, the calculation gives -1.313 eV. As for the HOMO energy: -8.80 eV.

Geometry (Å):
C -4.36 -1.17 0.13
C 3.79 -0.34 -0.16
C 2.73 -0.05 -0.95
C -0.78 0.90 -1.21
C -1.46 1.65 -0.12
C -3.22 -0.42 0.13
C 0.28 0.21 -0.96
C 1.40 -0.46 -0.66
C -0.92 1.34 1.27
C 1.19 -1.68 0.27
N -5.16 -2.01 0.19
S -3.24 1.16 -0.21
H 4.87 -0.03 -0.41
H 3.67 -1.10 0.59
H 2.75 0.81 -1.77
H -1.23 0.72 -2.12
H -1.41 2.66 -0.25
H -1.25 0.31 1.65
H 0.11 1.38 1.16
H -1.21 2.06 1.97
H 1.43 -2.67 -0.20
H 1.82 -1.63 1.12
H 0.19 -1.62 0.54

Atomic partial charges in e from the Löwdin method, atoms 1 to 4: -0.3969, 0.0138, -0.1682, -0.1355

=====

A 2-piece molecular cluster, C10H11O4S overall, computed with ωB97M-V/def2-TZVPD.

For the LUMO energy, the calculation gives 3.404 eV. As for the charge: -1. As for the HOMO energy: -4.52 eV.

Geometry (Å):
C -0.20 -2.94 -0.98
C -1.57 -2.86 -1.22
C 0.61 -1.95 -0.43
C -2.14 -1.69 -0.73
C -0.02 -0.81 -0.05
C -1.45 -0.67 -0.19
C -0.74 1.15 0.83
C 0.48 0.48 0.36
C -0.77 2.63 0.77
C 1.44 1.19 -1.33
O 2.75 -0.48 1.01
O 2.30 1.92 1.26
O 1.34 0.34 2.74
O -1.86 0.50 0.23
S 1.88 0.58 1.41
H 0.24 -3.91 -1.19
H -2.25 -3.53 -1.67
H 1.69 -2.02 -0.15
H -3.26 -1.53 -0.68
H -0.69 0.86 1.87
H 0.08 3.07 1.20
H -1.61 2.98 1.41
H -0.99 2.96 -0.24
H 0.95 0.73 -2.16
H 2.49 0.81 -1.11
H 1.31 2.20 -0.97

Atomic partial charges in e from the Löwdin method, atoms 1 to 4: -0.1122, -0.0958, -0.0263, -0.0577

=====

C10H12AuO5 as an isolated structure, computed with ωB97M-V/def2-TZVPD.

Its multiplicity is 3. For the LUMO energy (spin up / spin down), the calculation gives -11.798 / -15.280 eV. As for the charge: +3. As for the HOMO energy (spin up / spin down): -20.51 / -21.04 eV.

Geometry (Å):
Au -0.52 -0.38 1.23
C -1.86 1.40 1.55
O -2.57 2.29 1.76
C -1.26 -1.02 2.91
O -1.70 -1.40 3.90
C 0.93 0.71 2.17
O 1.70 1.28 2.77
C -2.05 -1.17 0.13
O -2.93 -1.65 -0.40
C 2.65 -3.97 -0.20
H 2.17 -4.19 -1.16
H 3.54 -3.33 -0.22
C 2.24 -4.57 0.95
H 2.79 -4.43 1.89
H 1.42 -5.29 0.95
C -0.32 3.02 -1.30
C -0.63 2.05 -2.43
C -1.06 0.85 -1.66
O 0.02 0.80 -0.63
C 0.55 2.19 -0.41
H 0.21 3.91 -1.58
H -1.23 3.29 -0.76
H 0.28 1.82 -2.99
H -1.42 2.38 -3.07
H -2.03 1.01 -1.15
H -1.03 -0.12 -2.17
H 1.58 2.02 -0.75
H 0.54 2.48 0.65

Atomic partial charges in e from the Löwdin method, atoms 1 to 4: 0.9637, -0.0030, 0.2398, -0.1268

=====

C10H12BrCrNP as an isolated structure, computed with ωB97M-V/def2-TZVPD.

Its multiplicity is 4. For the LUMO energy (spin up / spin down), the calculation gives -0.034 / -0.153 eV. As for the HOMO energy (spin up / spin down): -6.79 / -5.25 eV.

Geometry (Å):
C 1.54 0.78 -2.61
C 2.29 1.28 -1.49
C 2.52 0.22 -0.57
C 2.03 -1.01 -1.15
C 1.39 -0.70 -2.40
Cr -0.21 0.30 -1.12
P -1.96 1.18 -2.02
H 1.38 1.28 -3.56
H 2.55 2.34 -1.35
H 2.95 0.32 0.42
H 1.10 -1.42 -3.17
H 2.11 -2.01 -0.72
H -2.51 0.24 -2.94
H -1.79 2.35 -2.80
H -3.05 1.49 -1.17
Br -3.89 0.11 3.10
C -2.09 -0.28 2.61
C -1.26 -0.95 3.49
C 0.05 -1.22 3.07
C 0.47 -0.83 1.80
N -0.36 -0.20 0.93
C -1.63 0.11 1.36
H -1.62 -1.24 4.47
H 0.75 -1.74 3.72
H 1.49 -1.04 1.47
H -2.24 0.64 0.64

Atomic partial charges in e from the Löwdin method, atoms 1 to 4: -0.2256, -0.1501, -0.1776, -0.1925

=====

An isolated ion of composition C10H12BrFN and charge +1, computed with ωB97M-V/def2-TZVPD.

For the LUMO energy, the calculation gives -4.696 eV. As for the charge: +1. As for the HOMO energy: -12.95 eV.

Geometry (Å):
C 3.06 2.27 -0.19
C 1.76 2.51 0.15
C 3.39 0.91 -0.16
C 0.72 1.64 0.39
C 2.48 -0.11 0.03
C 1.13 0.24 0.24
C -2.23 -1.41 -0.71
C -0.93 -1.05 -1.38
C -0.95 -0.73 1.37
C -2.26 -0.46 0.57
N 0.16 -0.85 0.39
F 0.77 -2.01 0.39
Br -2.66 1.39 0.00
H 3.69 3.09 -0.33
H 1.37 3.56 0.14
H 4.40 0.62 -0.51
H -0.22 2.05 0.73
H 2.88 -1.16 -0.08
H -3.15 -1.02 -1.25
H -2.42 -2.52 -0.65
H -0.39 -1.91 -1.68
H -0.85 -0.01 -1.75
H -0.51 0.14 2.05
H -0.95 -1.68 1.96
H -3.16 -0.58 1.24

Atomic partial charges in e from the Löwdin method, atoms 1 to 4: -0.0319, -0.1017, -0.0584, -0.0317

=====

An isolated ion of composition C10H12ClN2O2 and charge -1, computed with ωB97M-V/def2-TZVPD.

For the LUMO energy, the calculation gives 3.170 eV. Its SMILES is CN(C)[C@](C)(Cl)c1cnccc1C(=O)[O-]. As for the charge: -1. As for the HOMO energy: -4.59 eV.

Geometry (Å):
C -2.19 1.06 -0.22
N -1.07 0.16 -0.32
C -1.15 -0.31 -1.73
C 0.26 0.68 0.00
C 0.38 0.95 1.77
Cl 0.80 2.27 -0.74
C 1.21 -0.38 -0.03
C 0.95 -1.76 0.29
N 1.78 -2.76 0.34
C 3.02 -2.57 -0.11
C 3.44 -1.28 -0.49
C 2.56 -0.19 -0.35
C 3.46 1.10 -0.03
O 4.17 1.57 -0.91
O 3.31 1.41 1.12
H -1.93 1.91 -0.94
H -3.12 0.54 -0.37
H -2.17 1.48 0.75
H -0.50 -1.04 -1.96
H -2.27 -0.73 -1.79
H -1.08 0.53 -2.34
H 1.39 1.19 1.82
H 0.03 -0.09 2.20
H -0.22 1.83 2.06
H 0.06 -1.98 0.72
H 3.46 -3.56 -0.24
H 4.43 -1.14 -0.94

Atomic partial charges in e from the Löwdin method, atoms 1 to 4: -0.1243, -0.2363, -0.0683, -0.6850

=====

C10H12ClOP in the gas phase, computed with ωB97M-V/def2-TZVPD.

For the LUMO energy (spin up / spin down), the calculation gives -0.856 / -0.855 eV. As for the HOMO energy (spin up / spin down): -8.02 / -8.02 eV.

Geometry (Å):
C 0.33 2.59 0.12
C 0.07 1.80 1.28
C -0.29 2.40 -1.05
C -0.80 0.81 1.22
C 1.75 -1.72 0.82
C 1.43 -0.95 -0.30
C -1.38 1.46 -1.27
C 1.50 -3.05 0.99
C 0.56 -1.34 -1.28
C -1.48 0.49 -0.05
O -1.15 -2.01 0.79
P -1.42 -1.28 -0.46
Cl -3.34 0.15 0.42
H 1.10 3.34 0.20
H 0.44 2.20 2.19
H -0.03 2.93 -1.97
H -1.16 0.37 2.08
H 2.17 -1.15 1.72
H 1.70 0.16 -0.16
H -2.24 2.01 -1.73
H -1.11 0.85 -2.15
H 1.04 -3.68 0.16
H 1.45 -3.44 2.06
H 0.37 -0.55 -2.06
H 0.48 -2.38 -1.57

Atomic partial charges in e from the Löwdin method, atoms 1 to 4: -0.1066, -0.0957, -0.1103, -0.1514

=====

C10H12F2N2 in the gas phase, computed with ωB97M-V/def2-TZVPD.

For the LUMO energy, the calculation gives 0.856 eV. Its SMILES is CN1CCN(c2ccccc2)C1(F)F. As for the HOMO energy: -7.94 eV.

Geometry (Å):
C -2.84 2.51 -0.27
N -1.52 1.91 -0.39
C -1.10 1.67 -1.73
C 0.15 0.80 -1.58
N 0.01 0.10 -0.31
C 0.72 -1.00 0.19
C 1.83 -1.47 -0.55
C 2.67 -2.51 0.05
C 2.56 -2.80 1.39
C 1.56 -2.15 2.16
C 0.58 -1.37 1.53
C -1.05 0.88 0.45
F -0.60 1.35 1.65
F -2.07 0.03 0.92
H -3.31 2.16 0.65
H -2.68 3.59 0.03
H -3.36 2.31 -1.20
H -0.82 2.70 -2.05
H -1.82 1.01 -2.40
H 0.31 0.00 -2.24
H 1.01 1.51 -1.48
H 1.97 -1.24 -1.52
H 3.20 -3.09 -0.66
H 3.15 -3.45 1.96
H 1.61 -2.40 3.21
H -0.15 -1.06 2.19

Atomic partial charges in e from the Löwdin method, atoms 1 to 4: -0.0341, -0.1304, -0.1714, -0.1256

=====

Record order is preserved below.
Relative energy (zero: lowest compared OMol25 entry of this formula, charge and spin): 0.0; 458.0; 0.0; 0.0; 0.0; 346.2; 78.2; 232.2; 0.0 kJ/mol
Record order is preserved below.
Max |F|: 3.70; 4.07; 4.72; 7.94; 4.13; 5.07; 5.64; 3.59; 5.04 eV/Å